Entry 1:
{"formula": "C3H7N3S", "method": "the ωB97M-V functional and the def2-TZVPD basis", "total_energy_ev": -18528.82065, "homo_lumo_gap_ev": 8.90, "smiles": "N[C@@H]1CNNC1=S", "e_above_lowest_kcal_mol": 38.0, "homo_energy_ev": -8.5, "species": ["S", "N", "N", "N", "C", "C", "C", "H", "H", "H", "H", "H", "H", "H"], "xyz": [[-2.883, -0.081, 0.056], [0.748, -1.459, -0.253], [0.270, 1.518, -0.676], [-0.647, -1.417, -0.458], [-0.192, 0.661, 0.420], [-1.263, -0.323, 0.092], [1.009, -0.307, 0.644], [-0.522, 1.992, -1.077], [-0.454, 1.326, 1.240], [1.096, -1.133, -1.129], [0.983, -0.798, 1.638], [-1.103, -2.302, -0.589], [0.958, 2.208, -0.358], [1.999, 0.115, 0.451]], "mulliken_charge": [-0.337, -0.471, -0.692, -0.054, 0.370, -0.170, -0.632, 0.237, 0.362, 0.306, 0.254, 0.230, 0.233, 0.364]}

---

Entry 2:
{"formula": "C3H7N3S", "method": "the ωB97M-V functional and the def2-TZVPD basis", "total_energy_ev": -18523.46956, "homo_lumo_gap_ev": 9.43, "smiles": "C=S(=C)(N)NC#N", "e_above_lowest_kcal_mol": 161.4, "homo_energy_ev": -8.9, "species": ["S", "N", "N", "N", "C", "C", "C", "H", "H", "H", "H", "H", "H", "H"], "xyz": [[-0.352, 0.115, 0.191], [1.440, 0.060, 0.299], [-0.515, 0.289, -1.561], [2.685, -2.065, -0.032], [-1.009, -1.310, 0.653], [-0.614, 1.729, 0.572], [2.173, -1.052, 0.062], [-1.275, 2.183, -0.135], [-0.506, 1.228, -1.847], [-0.653, -2.237, 0.320], [-1.813, -1.066, 1.444], [-0.331, -0.421, -2.170], [1.786, 0.937, 0.615], [-1.016, 1.610, 1.590]], "mulliken_charge": [0.651, -0.251, -0.429, -0.428, -0.692, -0.956, 0.356, 0.304, 0.214, 0.308, 0.162, 0.186, 0.312, 0.263]}

---

Entry 3:
{"formula": "C3H7N3S", "method": "the ωB97M-V functional and the def2-TZVPD basis", "total_energy_ev": -18524.72351, "homo_lumo_gap_ev": [7.23, 8.58], "e_above_lowest_kcal_mol": 132.5, "homo_energy_ev": [-7.4, -8.1], "species": ["S", "N", "N", "N", "C", "C", "C", "H", "H", "H", "H", "H", "H", "H"], "xyz": [[4.040, 0.000, 0.240], [2.501, -0.482, 0.049], [1.013, 1.239, 0.216], [-0.192, 1.425, 0.270], [-1.913, -0.362, 0.289], [-1.383, 1.052, 0.310], [1.809, 0.431, -0.791], [2.545, 1.035, -1.239], [1.102, -0.090, -1.502], [-2.170, -0.649, 1.204], [-1.168, -1.103, -0.126], [-2.055, 1.869, 0.598], [-2.841, -0.469, -0.275], [4.409, -1.030, 1.047]], "mulliken_charge": [-0.064, -0.308, -0.460, 0.117, -0.943, 0.009, -0.416, 0.395, 0.315, 0.304, 0.258, 0.319, 0.299, 0.176]}

---

Entry 4:
{"formula": "C3H7N3Si", "method": "the ωB97M-V functional and the def2-TZVPD basis", "total_energy_ev": -15571.54915, "homo_lumo_gap_ev": 10.38, "smiles": "C[SiH2]n1cncn1", "e_above_lowest_kcal_mol": 21.8, "homo_energy_ev": -9.7, "species": ["Si", "N", "N", "N", "C", "C", "C", "H", "H", "H", "H", "H", "H", "H"], "xyz": [[-1.347, -0.005, -0.232], [0.451, 1.948, 0.291], [2.265, 0.872, 0.956], [0.116, 0.675, 0.443], [1.714, 2.036, 0.553], [-1.080, -1.767, -0.954], [1.355, -0.016, 0.858], [0.027, -2.051, -0.728], [-1.948, 1.011, -1.047], [2.263, 2.997, 0.495], [-2.086, -0.127, 0.961], [-1.665, -2.586, -0.356], [-1.450, -1.881, -1.920], [1.386, -1.108, 0.681]], "mulliken_charge": [0.265, -0.635, -0.538, 0.541, -0.023, -0.914, 0.060, 0.204, -0.111, 0.368, -0.103, 0.293, 0.342, 0.251]}

---

Entry 5:
{"formula": "C3H7N4", "method": "the ωB97M-V functional and the def2-TZVPD basis", "total_energy_ev": -9174.14138, "homo_lumo_gap_ev": [6.85, 6.85], "charge": 1, "e_above_lowest_kcal_mol": 100.9, "homo_energy_ev": [-13.8, -13.8], "species": ["N", "N", "N", "N", "C", "C", "C", "H", "H", "H", "H", "H", "H", "H"], "xyz": [[-0.488, 0.039, -1.518], [-0.821, -1.114, -1.572], [-1.497, -2.783, 0.042], [1.586, 1.564, -0.405], [-1.141, -0.352, 0.550], [-0.899, 0.639, -0.292], [-1.374, -1.534, -0.308], [-0.638, 1.682, -0.220], [-1.446, -3.083, 1.003], [1.290, 2.531, -0.133], [2.326, 1.414, 0.311], [-1.575, -0.293, 1.639], [-1.722, -3.526, -0.471], [2.005, 1.306, -1.328]], "mulliken_charge": [0.037, -0.282, -0.210, -0.732, -0.309, -0.209, 0.642, 0.471, 0.264, 0.289, 0.260, 0.286, 0.235, 0.259]}

---

Entry 6:
{"formula": "C3H7N4", "method": "the ωB97M-V functional and the def2-TZVPD basis", "total_energy_ev": -9171.35926, "homo_lumo_gap_ev": [7.58, 7.58], "charge": 1, "smiles": "C=C(C)/N=N/N=[NH2+]", "e_above_lowest_kcal_mol": 165.0, "homo_energy_ev": [-14.2, -14.2], "species": ["N", "N", "N", "N", "C", "C", "C", "H", "H", "H", "H", "H", "H", "H"], "xyz": [[0.071, -0.253, 0.213], [1.142, 0.149, 0.462], [2.189, 0.189, 0.897], [3.454, 0.091, -0.233], [-2.100, -1.072, 0.104], [-1.458, 1.388, -0.327], [-1.205, 0.076, 0.019], [-2.479, 1.783, -0.373], [-1.634, -1.916, 0.427], [-0.613, 1.951, -0.656], [-2.967, -0.797, 0.604], [4.257, 0.601, 0.087], [-2.276, -1.295, -0.878], [3.621, -0.894, -0.347]], "mulliken_charge": [0.164, 0.631, -0.583, -0.324, -1.264, -0.726, 0.810, 0.273, 0.395, 0.302, 0.377, 0.294, 0.353, 0.298]}

---

Entry 7:
{"formula": "C3H7N4", "method": "the ωB97M-V functional and the def2-TZVPD basis", "total_energy_ev": -9175.64765, "homo_lumo_gap_ev": 10.56, "charge": 1, "smiles": "NC[n+]1ccn[nH]1", "e_above_lowest_kcal_mol": 66.2, "homo_energy_ev": -15.1, "species": ["N", "N", "N", "N", "C", "C", "C", "H", "H", "H", "H", "H", "H", "H"], "xyz": [[1.871, -0.548, -0.921], [-1.576, -1.392, 0.700], [-0.234, 0.210, 0.049], [-0.428, -1.114, 0.228], [1.034, 0.742, -0.261], [-1.325, 0.773, 0.615], [-2.124, -0.263, 1.014], [-1.301, 1.888, 0.612], [0.269, -1.741, -0.011], [1.687, 1.025, 0.483], [-3.050, -0.086, 1.463], [0.768, 1.612, -1.012], [1.564, -0.805, -1.848], [2.845, -0.301, -1.111]], "mulliken_charge": [-0.670, -0.701, 0.298, 0.354, -0.249, -0.039, -0.344, 0.401, 0.320, 0.350, 0.462, 0.312, 0.238, 0.269]}

---

Entry 8:
{"formula": "C3H7N4O2", "method": "the ωB97M-V functional and the def2-TZVPD basis", "total_energy_ev": -13266.06403, "homo_lumo_gap_ev": [7.24, 7.40], "charge": 1, "e_above_lowest_kcal_mol": 163.4, "homo_energy_ev": [-13.0, -12.9], "species": ["O", "O", "N", "N", "N", "N", "C", "C", "C", "H", "H", "H", "H", "H", "H", "H"], "xyz": [[-1.538, -0.944, 1.228], [1.938, -1.080, -0.450], [-2.082, 1.043, 0.227], [-1.987, 2.167, -0.484], [0.135, 0.247, -0.050], [0.282, 0.905, -1.085], [2.839, -1.949, -0.190], [-1.201, 0.150, 0.474], [1.082, -0.636, 0.408], [3.254, -2.156, -1.180], [-0.506, 1.384, -1.511], [-2.460, -1.038, 1.454], [-2.816, 2.637, -0.281], [-1.160, 2.675, -0.673], [1.125, -0.858, 1.402], [3.093, -2.550, 0.711]], "mulliken_charge": [-0.502, -0.203, -0.216, -0.455, 0.767, -0.963, -0.127, 0.502, -0.079, 0.305, 0.418, 0.365, 0.252, 0.213, 0.425, 0.299]}

---

Entry 9:
{"formula": "C3H7N4O2", "method": "the ωB97M-V functional and the def2-TZVPD basis", "total_energy_ev": -13266.72671, "homo_lumo_gap_ev": [7.78, 7.79], "charge": 1, "e_above_lowest_kcal_mol": 148.1, "homo_energy_ev": [-14.1, -14.1], "species": ["O", "O", "N", "N", "N", "N", "C", "C", "C", "H", "H", "H", "H", "H", "H", "H"], "xyz": [[3.023, -1.218, 0.059], [3.775, 0.848, -0.006], [2.916, 0.063, 0.013], [1.411, 1.782, 0.030], [0.480, -0.379, -0.108], [0.673, -1.762, -0.060], [1.602, 0.460, -0.081], [-0.015, 2.030, -0.055], [-0.669, 0.580, 0.114], [-0.433, 2.593, 0.692], [0.345, -2.184, 0.812], [-1.140, 0.375, 1.072], [-0.344, 2.465, -0.926], [1.953, -1.652, 0.148], [0.217, -2.250, -0.821], [-1.361, 0.264, -0.675]], "mulliken_charge": [-0.478, -0.369, 0.939, -0.407, 0.054, -0.488, 0.326, -0.427, -0.551, 0.363, 0.335, 0.314, 0.312, 0.454, 0.284, 0.338]}

---

Entry 10:
{"formula": "C3H7N4O3", "method": "the ωB97M-V functional and the def2-TZVPD basis", "total_energy_ev": -15315.00190, "homo_lumo_gap_ev": [9.09, 9.09], "charge": 1, "smiles": "[H]/N=C(\\N)NCO[N+](=O)C=O", "e_above_lowest_kcal_mol": 110.4, "homo_energy_ev": [-14.3, -14.3], "species": ["O", "O", "O", "N", "N", "N", "N", "C", "C", "C", "H", "H", "H", "H", "H", "H", "H"], "xyz": [[-2.977, -0.870, -0.440], [-1.594, 1.676, 0.954], [-0.953, -0.447, 1.104], [1.116, -1.092, 0.363], [0.389, 0.936, -0.453], [-1.347, 0.656, 0.313], [2.642, 0.726, -0.129], [1.402, 0.245, 0.064], [-0.359, -1.463, 0.439], [-2.594, 0.204, -0.654], [-0.723, -1.502, -0.628], [0.424, 1.957, -0.556], [-0.645, -2.404, 0.857], [2.634, 1.681, -0.388], [-2.806, 1.019, -1.383], [1.826, -1.761, 0.374], [3.565, 0.437, 0.164]], "mulliken_charge": [-0.245, -0.529, -0.333, -0.144, -0.377, 0.679, -0.337, 0.441, -0.383, 0.191, 0.323, 0.303, 0.428, 0.209, 0.355, 0.192, 0.228]}

---

Entry 11:
{"formula": "C3H7N4S", "method": "the ωB97M-V functional and the def2-TZVPD basis", "total_energy_ev": -20017.92458, "homo_lumo_gap_ev": [6.45, 6.45], "charge": -1, "smiles": "CCN1C[N-][N+](=S)[N-]1", "homo_energy_ev": [-2.7, -2.7], "species": ["S", "N", "N", "N", "N", "C", "C", "C", "H", "H", "H", "H", "H", "H", "H"], "xyz": [[-2.160, 2.983, 0.749], [0.439, 0.420, 0.026], [-0.144, 1.740, 1.801], [-0.738, 1.113, -0.251], [-0.941, 1.863, 0.776], [0.452, -1.120, -0.384], [0.764, 0.700, 1.426], [-0.264, -1.329, -1.697], [-0.449, -2.394, -1.853], [-0.047, -1.674, 0.424], [1.505, -1.389, -0.413], [0.650, -0.193, 2.091], [1.822, 1.022, 1.499], [0.325, -0.943, -2.522], [-1.214, -0.801, -1.670]], "mulliken_charge": [-0.587, 0.031, -0.771, -0.631, 0.746, -0.293, -0.311, -1.098, 0.351, 0.314, 0.232, 0.227, 0.169, 0.281, 0.343]}

---

Entry 12:
{"formula": "C3H7N5", "method": "the ωB97M-V functional and the def2-TZVPD basis", "total_energy_ev": -10668.36362, "homo_lumo_gap_ev": 9.09, "e_above_lowest_kcal_mol": 153.1, "homo_energy_ev": -9.1, "species": ["N", "N", "N", "N", "N", "C", "C", "C", "H", "H", "H", "H", "H", "H", "H"], "xyz": [[0.443, -1.250, -0.398], [-1.826, -0.430, 0.262], [2.316, 0.726, -0.472], [1.957, 0.125, 0.882], [-0.870, 1.867, -0.301], [-0.769, -1.156, -0.596], [-1.737, 1.055, 0.297], [0.990, -0.666, 0.739], [-1.247, -1.761, -1.517], [-0.164, 1.170, -0.620], [2.619, -0.057, -1.264], [-2.585, 1.468, 0.765], [-2.659, -1.311, 0.855], [3.242, 1.506, -0.134], [0.290, -1.285, 1.503]], "mulliken_charge": [-0.320, -0.361, -0.512, -0.322, -0.610, -0.183, -0.020, 0.089, 0.274, 0.363, 0.277, 0.407, 0.351, 0.291, 0.275]}

---

Entry 13:
{"formula": "C3H7N5", "method": "the ωB97M-V functional and the def2-TZVPD basis", "total_energy_ev": -10671.74575, "homo_lumo_gap_ev": [8.16, 8.16], "e_above_lowest_kcal_mol": 75.1, "homo_energy_ev": [-7.5, -7.5], "species": ["N", "N", "N", "N", "N", "C", "C", "C", "H", "H", "H", "H", "H", "H", "H"], "xyz": [[1.721, 1.519, 1.109], [-1.192, 0.472, -0.138], [-0.574, -0.672, -0.430], [-0.492, 1.332, 0.523], [0.667, -0.482, 0.105], [-2.514, 0.669, -0.641], [0.719, 0.788, 0.639], [1.693, -1.521, 0.011], [2.734, 1.159, 1.056], [1.941, -1.807, 1.063], [-2.512, 0.126, -1.478], [-3.339, 0.175, -0.003], [-2.632, 1.677, -0.864], [2.584, -1.182, -0.444], [1.197, -2.253, -0.510]], "mulliken_charge": [-0.696, 0.965, -0.784, -0.814, 0.404, -0.755, 0.453, -0.918, 0.168, 0.304, 0.363, 0.257, 0.341, 0.314, 0.397]}

---

Entry 14:
{"formula": "C3H7N5", "method": "the ωB97M-V functional and the def2-TZVPD basis", "total_energy_ev": -10671.42813, "homo_lumo_gap_ev": 9.85, "smiles": "[H]/N=C1/NN/C(=N/[H])C1N", "e_above_lowest_kcal_mol": 82.4, "homo_energy_ev": -9.2, "species": ["N", "N", "N", "N", "N", "C", "C", "C", "H", "H", "H", "H", "H", "H", "H"], "xyz": [[-0.677, -1.860, 0.221], [-0.145, 1.801, 0.049], [0.816, -1.757, 0.274], [2.251, 0.021, -0.456], [-2.070, -0.176, -0.576], [1.182, -0.354, -0.049], [0.032, 0.471, 0.492], [-1.056, -0.468, 0.143], [0.579, 2.364, 0.336], [1.224, -2.242, -0.409], [-1.074, 2.117, 0.422], [2.366, 0.974, -0.652], [-2.146, 0.814, -0.448], [-1.166, -2.003, -0.905], [-0.116, 0.297, 1.557]], "mulliken_charge": [-0.463, -0.735, -0.273, -0.725, -0.737, 0.427, 0.564, 0.118, 0.203, 0.309, 0.246, 0.239, 0.229, 0.387, 0.211]}

---

Entry 15:
{"formula": "C3H7N5", "method": "the ωB97M-V functional and the def2-TZVPD basis", "total_energy_ev": -10671.01775, "homo_lumo_gap_ev": 8.69, "smiles": "NNC1=NCC=NN1", "e_above_lowest_kcal_mol": 91.9, "homo_energy_ev": -8.0, "species": ["N", "N", "N", "N", "N", "C", "C", "C", "H", "H", "H", "H", "H", "H", "H"], "xyz": [[1.893, -0.171, -0.073], [-1.437, 0.963, 0.783], [2.352, -0.130, 1.242], [-0.285, -0.626, -1.145], [-0.114, 1.007, 0.510], [0.502, 0.053, -0.253], [-1.633, -0.325, -1.276], [-2.223, 0.374, -0.015], [-1.819, 0.380, -2.212], [3.547, -0.227, 1.491], [-2.013, -1.218, -1.768], [-3.228, 0.274, 0.341], [1.821, -0.909, 1.848], [2.282, -0.977, -0.636], [0.354, 1.531, 1.164]], "mulliken_charge": [-0.077, -0.703, -0.671, -0.584, 0.144, 0.370, -0.306, -0.169, 0.184, 0.294, 0.319, 0.403, 0.232, 0.293, 0.270]}

---

Entry 16:
{"formula": "C3H7NO", "method": "the ωB97M-V functional and the def2-TZVPD basis", "total_energy_ev": -6759.84420, "homo_lumo_gap_ev": 9.16, "smiles": "CC(C)N=O", "e_above_lowest_kcal_mol": 67.0, "homo_energy_ev": -9.1, "species": ["O", "N", "C", "C", "C", "H", "H", "H", "H", "H", "H", "H"], "xyz": [[-0.439, -2.349, 0.692], [-0.483, -1.562, -0.216], [1.189, 0.035, 0.509], [-0.846, 0.781, -0.829], [-0.305, -0.148, 0.247], [-0.859, -0.052, 1.189], [1.764, -0.092, -0.416], [-1.907, 0.594, -1.020], [1.533, -0.702, 1.240], [-0.731, 1.828, -0.531], [-0.301, 0.629, -1.768], [1.385, 1.037, 0.902]], "mulliken_charge": [-0.302, -0.109, -1.326, -1.224, 0.604, 0.340, 0.348, 0.335, 0.353, 0.352, 0.303, 0.325]}

---

Entry 17:
{"formula": "C3H7NO", "method": "the ωB97M-V functional and the def2-TZVPD basis", "total_energy_ev": -6759.91902, "homo_lumo_gap_ev": 10.66, "smiles": "C=NC.C=O", "e_above_lowest_kcal_mol": 65.3, "homo_energy_ev": -9.8, "species": ["O", "N", "C", "C", "C", "H", "H", "H", "H", "H", "H", "H"], "xyz": [[1.466, 2.853, -0.061], [-0.315, -0.422, -0.789], [-1.476, -0.028, -0.394], [1.071, 1.927, 0.656], [0.271, -1.707, -0.317], [-1.903, 0.934, -0.736], [1.315, -1.520, -0.129], [-2.100, -0.662, 0.227], [-0.288, -2.059, 0.608], [0.161, -2.360, -1.118], [0.238, 2.078, 1.354], [1.561, 0.965, 0.698]], "mulliken_charge": [-0.438, -0.381, -0.283, 0.029, -0.698, 0.303, 0.240, 0.250, 0.288, 0.298, 0.245, 0.145]}